No. 1
Density functional theory data (the ωB97M-V functional and the def2-TZVPD basis) for a 2-piece molecular cluster, C38H41BO3S overall in a non-equilibrium geometry.

Results
LUMO energy ... 0.471 eV
SMILES ... Cc1ccc([C@@H](B2OC(C)(C)C(C)(C)O2)c2ccc(Oc3ccccc3)cc2)cc1.Cc1ccc(-c2ccc(C)s2)cc1
Orbital gap ... 7.8 eV
Highest occupied orbital energy ... -0.269 hartree
Net charge ... 0

The geometry in XYZ format:
```
84
C38H41BO3S the ωB97M-V functional and the def2-TZVPD basis
C -5.61 2.03 -1.97
C -4.22 1.61 -1.65
C -3.25 1.47 -2.66
C -1.98 1.04 -2.33
C -1.67 0.60 -1.03
C -0.57 -0.43 -0.92
B 0.99 -0.43 -0.83
O 1.61 -0.47 0.40
C 2.95 -0.92 0.13
C 3.84 -0.21 1.13
C 3.01 -2.42 0.45
C 3.15 -0.56 -1.41
C 3.99 0.69 -1.59
C 3.73 -1.67 -2.28
O 1.81 -0.31 -1.92
C -0.86 -1.58 0.05
C -0.85 -1.34 1.43
C -0.95 -2.38 2.35
C -1.03 -3.70 1.89
O -1.00 -4.69 2.86
C -1.54 -5.95 2.59
C -0.88 -7.04 3.16
C -1.24 -8.33 2.75
C -2.27 -8.52 1.82
C -2.99 -7.42 1.35
C -2.66 -6.12 1.77
C -1.05 -3.97 0.51
C -1.00 -2.90 -0.39
C -2.60 0.86 -0.01
C -3.87 1.34 -0.33
H -6.34 1.34 -1.53
H -5.81 3.03 -1.57
H -5.75 2.05 -3.06
H -3.52 1.75 -3.68
H -1.21 0.96 -3.11
H -0.54 -0.84 -1.95
H 4.89 -0.47 0.95
H 3.72 0.88 1.10
H 3.58 -0.54 2.15
H 4.04 -2.80 0.31
H 2.73 -2.56 1.51
H 2.31 -3.01 -0.15
H 5.03 0.44 -1.32
H 3.96 1.01 -2.63
H 3.63 1.52 -0.96
H 4.74 -1.94 -1.95
H 3.09 -2.57 -2.28
H 3.79 -1.28 -3.30
H -0.76 -0.32 1.81
H -0.91 -2.18 3.42
H -0.08 -6.88 3.88
H -0.70 -9.19 3.14
H -2.52 -9.52 1.47
H -3.80 -7.53 0.64
H -3.21 -5.25 1.42
H -1.09 -4.99 0.14
H -1.05 -3.10 -1.47
H -2.35 0.65 1.03
H -4.59 1.54 0.47
C -3.75 5.14 -0.49
C -2.45 4.42 -0.38
C -2.00 3.93 0.86
C -0.65 3.70 1.07
C 0.25 3.88 -0.02
C 1.66 3.96 0.17
C 2.40 3.64 1.32
C 3.76 4.04 1.23
C 4.08 4.63 0.02
C 5.29 5.43 -0.29
S 2.76 4.52 -1.10
C -0.26 4.09 -1.32
C -1.62 4.31 -1.49
H -3.67 5.93 -1.24
H -4.61 4.52 -0.80
H -4.03 5.58 0.48
H -2.74 3.79 1.65
H -0.25 3.42 2.05
H 1.94 3.16 2.17
H 4.51 3.93 2.03
H 5.88 5.53 0.63
H 5.91 4.95 -1.06
H 5.00 6.44 -0.64
H 0.42 4.10 -2.19
H -2.06 4.45 -2.49
```

Here are the Löwdin charges for atoms 1 to 2, given in e: C -0.060; C -0.301

***

No. 2
Density functional theory data (the ωB97M-V functional and the def2-TZVPD basis) for a 6-piece molecular cluster, C38H41BrNO24P2 overall in a non-equilibrium geometry.

Results
LUMO energy ... -3.634 eV
Orbital gap ... 7.2 eV
Highest occupied orbital energy ... -0.397 hartree
Net charge ... +1

The geometry in XYZ format:
```
107
C38H41BrNO24P2 the ωB97M-V functional and the def2-TZVPD basis
C 4.33 0.20 -0.43
C 5.76 -0.25 -0.78
C 6.44 -0.93 0.44
Br 8.33 -1.19 0.19
P 5.53 -2.44 0.89
O 4.73 -2.11 2.20
C 3.90 -3.21 2.70
C 2.49 -2.71 2.93
N 1.92 -2.33 1.63
C 1.09 -1.13 1.81
C 0.07 -0.90 0.71
C -0.94 -2.04 0.55
O 0.71 -0.66 -0.54
P 6.73 -4.34 1.15
O 5.57 -5.45 0.83
O 7.79 -4.47 -0.06
H 3.65 -0.62 -0.65
H 4.02 1.04 -1.04
H 4.22 0.44 0.63
H 5.71 -1.01 -1.55
H 6.40 0.58 -1.08
H 6.32 -0.25 1.29
H 4.57 -2.65 -0.13
H 3.86 -4.07 2.02
H 4.32 -3.53 3.66
H 2.48 -1.85 3.58
H 1.96 -3.57 3.36
H 1.37 -3.09 1.25
H 1.72 -0.24 1.88
H 0.53 -1.20 2.76
H -0.50 -0.01 0.99
H -1.24 -2.43 1.52
H -1.83 -1.63 0.09
H -0.53 -2.84 -0.08
H 0.77 0.31 -0.60
H 5.51 -5.50 -0.14
H 7.53 -4.08 -0.90
C -1.09 3.41 1.85
C -1.07 3.99 3.06
C 0.21 4.12 3.86
O 0.15 4.66 4.94
C 1.44 3.58 3.29
C 1.41 3.01 2.08
C 0.14 2.90 1.28
O 0.21 2.37 0.18
O 2.47 2.49 1.47
O -2.15 4.47 3.65
H -1.99 3.30 1.26
H 2.34 3.67 3.87
H 2.13 2.16 0.62
H -1.84 4.82 4.51
C -5.91 3.21 2.72
C -5.19 4.04 1.95
C -5.68 4.49 0.60
O -4.97 5.25 -0.03
C -6.96 4.01 0.13
C -7.69 3.18 0.90
C -7.21 2.74 2.26
O -7.93 2.01 2.91
O -8.86 2.70 0.54
O -3.99 4.50 2.30
H -5.57 2.88 3.69
H -7.30 4.33 -0.85
H -9.17 2.14 1.28
H -3.71 5.07 1.56
C -3.35 2.30 -2.72
C -2.11 2.59 -2.31
C -0.90 1.87 -2.85
O 0.21 2.19 -2.44
C -1.11 0.81 -3.81
C -2.35 0.51 -4.23
C -3.55 1.26 -3.71
O -4.64 0.94 -4.15
O -2.61 -0.44 -5.11
O -1.85 3.53 -1.41
H -4.21 2.81 -2.35
H -0.24 0.28 -4.18
H -3.58 -0.45 -5.23
H -0.88 3.55 -1.29
C 4.92 -8.88 1.66
C 5.29 -9.92 0.90
C 4.57 -11.24 0.96
O 4.95 -12.12 0.22
C 3.46 -11.38 1.89
C 3.10 -10.34 2.66
C 3.81 -9.01 2.58
O 3.41 -8.10 3.29
O 2.11 -10.40 3.53
O 6.30 -9.86 0.04
H 5.43 -7.92 1.63
H 2.96 -12.33 1.94
H 2.05 -9.52 3.95
H 6.34 -10.74 -0.38
C -5.34 7.07 -5.85
C -4.32 7.73 -5.28
C -3.55 7.17 -4.12
O -2.62 7.82 -3.67
C -3.96 5.88 -3.59
C -4.98 5.22 -4.15
C -5.73 5.78 -5.33
O -6.63 5.11 -5.79
O -5.40 4.04 -3.71
O -3.91 8.92 -5.70
H -5.89 7.47 -6.68
H -3.41 5.49 -2.74
H -6.15 3.79 -4.30
H -3.16 9.17 -5.13
```

Here are the Löwdin charges for atoms 1 to 2, given in e: C -0.097; C -0.319

***

No. 3
Density functional theory data (the ωB97M-V functional and the def2-TZVPD basis) for C38H41N11O5V as an isolated structure in a non-equilibrium geometry.

Results
LUMO energy (alpha / beta) ... -7.131 / -6.664 eV
Orbital gap (alpha / beta) ... 6.5 / 7.0 eV
Multiplicity ... 2
Highest occupied orbital energy (alpha / beta) ... -0.503 / -0.503 hartree
Expectation value of S² ... 0.7617
Net charge ... +2

The geometry in XYZ format:
```
96
C38H41N11O5V the ωB97M-V functional and the def2-TZVPD basis
V -0.26 0.19 0.09
C -6.14 1.64 -2.61
C -6.25 0.14 -2.52
C -7.46 -0.52 -2.73
C -7.56 -1.90 -2.65
C -6.43 -2.66 -2.38
C -5.21 -2.03 -2.18
C -5.14 -0.65 -2.23
N -3.88 0.02 -2.04
C -3.02 -0.19 -1.05
N -3.42 -0.89 0.02
C -2.64 -1.38 1.09
C -1.26 -1.14 1.20
C -0.59 -1.75 2.28
C -1.26 -2.53 3.20
C -2.63 -2.70 3.08
C -3.35 -2.13 2.03
C -4.83 -2.36 1.90
N -1.79 0.35 -1.07
C -1.35 0.96 -2.32
C -1.20 2.34 -2.35
C -0.73 2.96 -3.50
C -0.41 2.19 -4.60
C -0.58 0.81 -4.57
C -1.06 0.16 -3.43
C -1.26 -1.33 -3.45
H -7.13 2.09 -2.72
H -5.55 1.96 -3.47
H -5.68 2.07 -1.72
H -8.34 0.07 -2.96
H -8.51 -2.38 -2.82
H -6.50 -3.74 -2.34
H -4.32 -2.62 -2.01
H -3.59 0.70 -2.73
H -4.38 -1.21 -0.03
H 0.47 -1.64 2.39
H -0.72 -3.00 4.01
H -3.17 -3.29 3.81
H -5.22 -2.87 2.78
H -5.08 -2.98 1.04
H -5.39 -1.42 1.81
H -1.48 2.92 -1.48
H -0.63 4.04 -3.52
H -0.03 2.66 -5.50
H -0.34 0.22 -5.44
H -0.49 -1.82 -4.05
H -2.23 -1.59 -3.90
H -1.24 -1.78 -2.46
O 3.78 -0.98 -4.44
C 4.03 0.31 -4.17
O 4.82 0.96 -4.79
C 3.24 0.96 -3.07
C 3.40 2.29 -2.78
N 2.56 2.57 -1.76
N 1.85 1.50 -1.36
C 2.26 0.52 -2.16
C 1.65 -0.80 -1.95
O 1.93 -1.81 -2.51
O 0.70 -0.79 -0.95
H 3.10 -1.34 -3.84
H 4.04 3.02 -3.23
H 2.41 3.46 -1.32
C 5.51 1.42 0.67
C 5.77 1.00 2.11
C 5.65 2.17 3.07
C 4.91 -0.19 2.50
N 3.46 0.07 2.27
C 2.73 -0.27 1.24
N 1.53 0.23 1.39
N 1.56 0.92 2.58
N 2.72 0.83 3.10
H 6.19 2.22 0.38
H 4.49 1.80 0.54
H 5.66 0.60 -0.04
H 6.79 0.60 2.17
H 4.63 2.55 3.12
H 6.31 2.98 2.76
H 5.94 1.89 4.09
H 5.02 -0.46 3.54
H 5.14 -1.05 1.88
H 3.08 -0.89 0.42
N 2.22 4.95 1.64
C 0.91 5.32 1.54
O 0.53 6.45 1.34
C -0.09 4.19 1.60
C -1.34 4.40 2.16
C -2.26 3.37 2.17
C -1.92 2.17 1.58
N -0.72 1.98 0.99
C 0.18 2.98 1.03
H 2.88 5.72 1.70
H 2.46 4.12 2.16
H -1.57 5.38 2.59
H -3.23 3.48 2.63
H -2.61 1.34 1.55
H 1.13 2.77 0.56
```

Here are the Löwdin charges for atoms 1 to 2, given in e: V 1.035; C -0.027

***

No. 4
Density functional theory data (the ωB97M-V functional and the def2-TZVPD basis) for a 5-piece molecular cluster, C38H41N2O16 overall in a non-equilibrium geometry.

Results
LUMO energy ... -2.960 eV
Orbital gap ... 7.5 eV
Highest occupied orbital energy ... -0.385 hartree
Net charge ... +1

The geometry in XYZ format:
```
97
C38H41N2O16 the ωB97M-V functional and the def2-TZVPD basis
C 4.27 -1.84 6.51
C 5.70 -1.80 5.97
N 6.07 -0.36 5.83
N 7.35 -0.26 5.14
C 7.21 -0.25 3.63
C 5.79 -0.18 3.11
C 4.96 0.90 3.39
C 3.66 0.98 2.92
C 3.15 -0.03 2.10
C 3.97 -1.11 1.81
C 5.28 -1.20 2.30
C 6.06 -2.43 1.87
C 8.28 0.76 5.73
C 7.89 2.24 5.75
C 6.65 2.56 6.61
C 7.80 2.94 4.39
H 4.01 -0.87 6.94
H 3.58 -2.06 5.71
H 4.17 -2.57 7.31
H 5.79 -2.31 5.02
H 6.35 -2.23 6.74
H 6.30 -0.07 6.78
H 7.81 -1.15 5.34
H 7.62 -1.19 3.27
H 7.84 0.51 3.19
H 5.30 1.72 4.02
H 3.05 1.82 3.19
H 2.15 0.04 1.72
H 3.57 -1.90 1.19
H 7.13 -2.25 1.78
H 5.74 -2.70 0.87
H 5.86 -3.29 2.51
H 8.48 0.44 6.75
H 9.23 0.66 5.21
H 8.71 2.73 6.27
H 6.88 2.27 7.64
H 6.55 3.64 6.65
H 5.75 2.08 6.26
H 7.39 3.93 4.52
H 8.78 3.08 3.93
H 7.18 2.44 3.65
C 0.26 -2.83 -2.71
C 0.62 -2.32 -1.53
C 0.73 -3.17 -0.30
O 1.09 -2.64 0.74
C 0.42 -4.58 -0.40
C 0.05 -5.10 -1.59
C -0.04 -4.25 -2.83
O -0.36 -4.79 -3.86
O -0.26 -6.38 -1.75
O 0.91 -1.03 -1.35
H 0.18 -2.24 -3.60
H 0.49 -5.18 0.49
H -0.48 -6.48 -2.69
H 1.14 -0.94 -0.41
C -1.77 2.69 -4.59
C -1.33 1.64 -3.87
C -1.58 0.23 -4.31
O -1.13 -0.65 -3.59
C -2.34 -0.01 -5.51
C -2.79 1.04 -6.23
C -2.51 2.46 -5.81
O -2.93 3.35 -6.52
O -3.49 0.90 -7.34
O -0.64 1.77 -2.74
H -1.59 3.71 -4.29
H -2.53 -1.03 -5.80
H -3.70 1.80 -7.66
H -0.44 0.86 -2.44
C -8.63 2.33 -5.06
C -7.62 2.86 -5.77
C -6.97 2.11 -6.90
O -6.07 2.66 -7.50
C -7.45 0.77 -7.21
C -8.46 0.25 -6.50
C -9.12 1.01 -5.39
O -10.04 0.47 -4.80
O -8.95 -0.97 -6.73
O -7.11 4.06 -5.53
H -9.10 2.86 -4.26
H -6.96 0.24 -8.02
H -9.67 -1.09 -6.08
H -6.40 4.19 -6.18
C -8.07 1.01 1.02
C -8.29 1.89 0.03
C -8.30 1.48 -1.42
O -8.52 2.34 -2.25
C -8.03 0.09 -1.74
C -7.81 -0.79 -0.76
C -7.83 -0.38 0.69
O -7.63 -1.25 1.53
O -7.56 -2.07 -0.98
O -8.52 3.18 0.25
H -8.06 1.30 2.06
H -8.03 -0.19 -2.78
H -7.44 -2.48 -0.10
H -8.65 3.59 -0.62
```

Here are the Löwdin charges for atoms 1 to 2, given in e: C -0.049; C -0.206

***

No. 5
Density functional theory data (the ωB97M-V functional and the def2-TZVPD basis) for C38H42BGdN3O2PS2 as an isolated structure in a non-equilibrium geometry.

Results
LUMO energy (alpha / beta) ... -0.833 / 0.453 eV
Orbital gap (alpha / beta) ... 6.0 / 7.3 eV
Multiplicity ... 8
Highest occupied orbital energy (alpha / beta) ... -0.252 / -0.253 hartree
Expectation value of S² ... 16.0753
Net charge ... 0

The geometry in XYZ format:
```
90
C38H42BGdN3O2PS2 the ωB97M-V functional and the def2-TZVPD basis
Gd -1.20 0.90 -1.17
C -2.14 1.84 1.91
N -1.96 2.74 0.75
C -0.97 3.78 1.06
C -3.26 3.33 0.41
C -3.83 4.27 1.26
C -5.11 4.77 1.03
C -5.82 4.27 -0.05
C -5.25 3.33 -0.91
C -3.94 2.86 -0.72
N -3.32 1.92 -1.52
C -3.95 1.47 -2.69
C -4.48 2.33 -3.66
C -5.03 1.85 -4.83
C -5.06 0.48 -5.07
C -4.53 -0.39 -4.13
C -3.98 0.09 -2.95
N -3.41 -0.78 -1.95
C -3.21 -2.15 -2.41
C -4.28 -0.84 -0.75
H -2.53 2.39 2.78
H -1.19 1.38 2.17
H -2.85 1.06 1.66
H -1.26 4.37 1.92
H -0.86 4.44 0.20
H -0.01 3.31 1.28
H -3.28 4.62 2.13
H -5.53 5.51 1.69
H -6.83 4.61 -0.24
H -5.84 2.96 -1.73
H -4.42 3.40 -3.49
H -5.42 2.54 -5.57
H -5.48 0.09 -5.99
H -4.55 -1.45 -4.33
H -4.17 -2.65 -2.59
H -2.68 -2.70 -1.64
H -2.61 -2.17 -3.31
H -5.21 -1.35 -0.99
H -4.51 0.16 -0.40
H -3.76 -1.38 0.04
C 6.24 2.06 3.50
C 5.98 0.91 2.52
C 7.02 0.98 1.40
C 6.17 -0.43 3.24
C 4.55 1.02 1.98
C 3.46 0.83 2.85
C 2.14 0.93 2.43
C 1.94 1.24 1.10
O 0.76 1.39 0.40
B 1.13 1.68 -0.96
O 2.50 1.76 -1.01
C 2.99 1.46 0.25
C 4.30 1.36 0.65
H 7.25 1.98 3.92
H 5.53 2.04 4.33
H 6.15 3.03 3.00
H 8.02 0.83 1.82
H 7.02 1.96 0.90
H 6.85 0.21 0.64
H 7.19 -0.51 3.63
H 6.00 -1.27 2.56
H 5.49 -0.54 4.09
H 3.65 0.58 3.89
H 1.31 0.75 3.10
H 5.09 1.52 -0.07
S 0.12 -1.39 -2.55
P 0.17 -2.19 -0.71
S -0.95 -1.26 0.69
C -0.34 -3.94 -0.78
C -0.15 -4.67 -1.94
C -0.47 -6.02 -1.98
C -0.99 -6.65 -0.85
C -1.18 -5.92 0.31
C -0.86 -4.57 0.35
C 1.89 -2.26 -0.13
C 2.91 -2.66 -1.00
C 4.22 -2.72 -0.54
C 4.52 -2.37 0.77
C 3.51 -1.96 1.63
C 2.19 -1.91 1.18
H 0.24 -4.18 -2.83
H -0.33 -6.59 -2.90
H -1.24 -7.70 -0.88
H -1.59 -6.40 1.19
H -1.03 -3.99 1.26
H 2.68 -2.90 -2.03
H 5.01 -3.03 -1.22
H 5.55 -2.40 1.12
H 3.74 -1.67 2.65
H 1.40 -1.59 1.85
```

Here are the Löwdin charges for atoms 1 to 2, given in e: Gd 1.330; C -0.087